Molecular formula: C5H6O2
Method: DFT, ωB97M-V/def2-TZVPD

Last column: natural (NBO) charge in e.
Element x y z (Å)
O  -2.62011  -0.02244  -0.36652  -0.4866
C  -1.65476  0.01724  0.29488  0.4477
C  0.04504  -0.22700  -0.08639  -0.3741
C  0.22582  1.23108  0.17982  -0.4622
C  0.66122  -0.34251  -1.31847  -0.2091
C  0.50095  -1.14702  1.01256  0.4486
O  1.10567  -2.17273  0.81748  -0.5058
H  -1.13482  1.01955  0.97927  0.1330
H  1.12909  1.56389  0.69035  0.2244
H  -0.14201  1.91778  -0.58103  0.2301
H  1.42314  -1.09954  -1.50122  0.2225
H  0.34395  0.27105  -2.15513  0.2063
H  0.21383  -0.82463  2.03476  0.1250

frontier orbital gap (alpha / beta)	8.627 / 8.626	eV
net charge	0
ΔE to the lowest compared entry with this formula, charge and spin	5.365	eV

=====

Molecular formula: C33H47Cl2F3N12O
Method: DFT, ωB97M-V/def2-TZVPD

Last column: Löwdin charge in e.
Element x y z (Å)
H  2.82732  -1.13706  1.07922  0.0014
N  3.08148  -2.10651  1.26740  0.1400
C  2.02135  -2.79582  1.33804  -0.4520
C  2.12658  -4.25849  1.67882  -0.0606
C  0.68665  -2.11821  1.12599  -0.1452
C  -0.39499  -2.90312  0.39341  -0.6687
Cl  0.31436  -3.75518  -1.02540  0.6811
O  -1.39449  -2.09776  -0.14823  -0.1703
C  -2.17007  -1.40969  0.82185  -0.2240
C  -1.75284  0.04610  0.91653  -0.1430
C  -2.14814  0.84011  1.99801  -0.0062
C  -1.75207  2.17600  1.97561  -0.0555
C  -0.97802  2.67801  0.93344  -0.1418
N  -0.58886  1.92365  -0.09822  0.0756
C  -0.98815  0.64966  -0.08928  -0.0967
C  -3.69488  -1.56287  0.50535  -0.1865
C  -4.35551  -2.28947  1.67860  -0.1540
C  -5.78300  -1.83147  2.03533  -0.2443
C  -6.07435  -2.23948  3.49219  -0.5718
Cl  -7.71337  -2.98914  3.63562  0.5139
N  -3.87968  -2.15853  -0.83892  0.0373
C  -3.58944  -1.14705  -1.89484  -0.1177
C  -2.68077  -1.65698  -2.97988  -0.2042
N  -1.44994  -1.38247  -2.99204  0.1201
H  -1.02444  -1.81877  -3.80866  0.0559
C  -5.14946  -2.70258  -1.09210  -0.6635
F  -6.18431  -1.86517  -0.88132  0.1460
F  -5.38621  -3.81537  -0.39884  0.1553
F  -5.23147  -3.04703  -2.39436  0.1361
H  1.15640  -4.63117  2.00080  0.0761
H  2.85823  -4.38328  2.46119  0.0269
H  2.43013  -4.78550  0.78003  0.0720
H  0.84789  -1.17275  0.61679  0.1039
H  0.27833  -1.87036  2.11231  0.1319
H  -0.80061  -3.69453  1.02530  0.1090
H  -1.95331  -1.86841  1.78788  0.1374
H  -2.72263  0.43668  2.82229  0.0690
H  -2.04754  2.83968  2.77760  0.0995
H  -0.66119  3.71120  0.94240  0.1017
H  -0.69696  0.03936  -0.93563  0.1008
H  -4.10107  -0.54752  0.49124  0.1446
H  -4.38577  -3.36358  1.54104  0.0803
H  -3.78648  -2.14723  2.59242  0.0802
H  -6.52989  -2.32571  1.43023  0.0684
H  -5.85702  -0.74766  1.98129  0.1137
H  -5.38889  -3.00766  3.82797  0.0618
H  -6.07012  -1.39494  4.16632  0.0528
H  -4.51377  -0.76742  -2.32689  0.1269
H  -3.08932  -0.28629  -1.46027  0.1136
H  -3.15619  -2.23667  -3.77236  0.1102
C  2.40991  2.70692  -1.51447  -0.0928
C  2.65772  1.91375  -0.32308  -0.2574
N  2.85356  1.29462  0.62339  0.1467
H  3.13141  2.47072  -2.29469  0.0763
H  1.41079  2.51056  -1.90002  0.0712
H  2.48055  3.76794  -1.30047  0.0500
C  6.22733  -4.97549  3.44305  -0.0666
C  4.92449  -5.60458  3.58662  -0.2748
N  3.88721  -6.08147  3.69915  0.1385
H  6.49030  -4.87602  2.39143  0.0844
H  6.22294  -3.98125  3.88605  0.0843
H  6.99711  -5.56749  3.93521  0.0809
C  -1.23360  -0.52953  6.33800  -0.0530
C  -2.35639  -0.61271  5.41906  -0.2332
N  -3.23863  -0.67880  4.68832  0.1644
H  -0.29510  -0.69864  5.81234  0.0869
H  -1.19173  0.45326  6.80414  0.0870
H  -1.32535  -1.27770  7.12330  0.0876
C  3.83408  5.10945  -5.31818  -0.0741
C  2.97801  5.16101  -4.14393  -0.2504
N  2.30273  5.20670  -3.21596  0.1418
H  4.00548  4.07802  -5.62498  0.0875
H  3.38302  5.64207  -6.15351  0.0692
H  4.79585  5.56555  -5.11637  0.0417
C  -4.19149  -7.08928  -0.08563  -0.0648
C  -3.76388  -6.27126  1.03692  -0.2688
N  -3.42568  -5.61142  1.91197  0.1456
H  -3.96993  -6.58937  -1.02714  0.0837
H  -3.67983  -8.05011  -0.07837  0.0827
H  -5.26381  -7.27148  -0.04040  0.0859
C  7.15753  8.80958  -4.91454  -0.0659
C  6.36457  7.95638  -5.78566  -0.2574
N  5.73875  7.28730  -6.47666  0.1453
H  8.12260  8.35231  -4.70372  0.0839
H  7.33324  9.77665  -5.38211  0.0848
H  6.64471  8.97637  -3.96882  0.0843
C  5.68767  2.59995  1.52249  -0.0871
C  6.19856  3.43150  2.60098  -0.2875
N  6.60162  4.08910  3.45056  0.1157
H  5.83738  3.08162  0.55684  0.0796
H  6.19673  1.63787  1.49561  0.0849
H  4.62341  2.40648  1.63698  0.0337
C  -0.58548  6.33817  -5.20680  -0.0801
C  0.13204  6.55494  -6.45189  -0.2881
N  0.71284  6.72619  -7.42649  0.1263
H  -0.23529  5.43453  -4.71055  0.0664
H  -0.43480  7.16849  -4.51916  0.0834
H  -1.65662  6.23708  -5.37411  0.0803

frontier orbital gap	9.703	eV
net charge	0
structure (SMILES)	[H]/N=C(/C)C[C@H](Cl)O[C@@H](c1cccnc1)[C@H](CCCCl)N(C/C=N/[H])C(F)(F)F.CC#N.CC#N.CC#N.CC#N.CC#N.CC#N.CC#N.CC#N

=====

Molecular formula: C25H31IN10OS2W
Method: DFT, ωB97M-V/def2-TZVPD

Last column: Löwdin charge in e.
Element x y z (Å)
W  0.32821  0.24003  1.25000  1.2575
N  1.51224  2.54196  4.73833  0.1385
C  1.61323  1.93043  3.55937  -0.8585
S  0.69138  2.56117  2.19430  0.6864
N  2.37405  0.89281  3.41610  0.0194
N  2.34040  0.46105  2.11561  -0.2707
C  3.46523  0.09105  1.63264  -0.0150
C  3.68780  -0.22579  0.24057  -0.1274
C  4.97165  -0.48089  -0.23630  0.0128
C  5.19605  -0.61473  -1.59381  -0.0248
C  4.13746  -0.48881  -2.49399  -0.0257
C  2.85429  -0.24546  -2.03847  0.0091
C  2.65422  -0.13192  -0.67979  -0.2670
O  1.41157  0.08830  -0.16944  -0.2976
H  0.92831  3.34842  4.85304  0.1069
H  2.04877  2.20584  5.52185  0.1306
H  4.30599  0.10525  2.31833  0.1609
H  5.79267  -0.55251  0.46898  0.1343
H  6.19889  -0.79631  -1.95892  0.1248
H  4.31674  -0.57996  -3.55872  0.1269
H  2.02078  -0.13931  -2.72234  0.1290
N  -2.24883  -2.38534  1.69472  0.1120
C  -2.22925  -1.84027  0.47570  -0.3912
C  -3.34334  -2.05695  -0.37125  -0.0061
C  -3.31379  -1.63714  -1.66033  -0.0312
C  -2.14648  -1.01506  -2.14259  -0.0445
C  -1.15101  -0.75629  -1.26266  -0.1577
N  -1.17962  -1.07479  0.07297  -0.0515
H  -3.00790  -2.99430  1.93951  0.1253
H  -1.40416  -2.45302  2.23506  -0.0419
H  -4.19782  -2.58655  0.03500  0.1290
H  -4.16317  -1.79693  -2.31363  0.1272
H  -2.03658  -0.74708  -3.18474  0.1181
H  -0.24606  -0.29435  -1.60725  0.0812
C  -4.99138  2.21726  -0.23074  -0.1400
C  -4.41371  1.57135  1.00805  -0.1427
N  -3.02982  1.20213  0.71507  0.0658
C  -2.17500  1.98849  0.04979  -0.3499
N  -0.86779  1.66215  0.05177  -0.1627
C  -0.00702  2.46636  -0.85304  -0.2481
C  -0.42269  3.92149  -0.85092  -0.1505
C  -1.83218  3.98226  -1.37228  -0.1259
N  -2.67385  3.01667  -0.65152  -0.0003
C  -4.10422  3.38286  -0.61173  -0.1164
H  -6.00094  2.57872  -0.04556  0.1318
H  -5.03081  1.48474  -1.03963  0.1236
H  -4.94828  0.66074  1.27064  0.1298
H  -4.45893  2.25216  1.86139  0.1331
H  -2.61239  0.51531  1.31725  -0.0434
H  -0.08867  2.06238  -1.86884  0.1303
H  1.01982  2.39429  -0.54479  0.0729
H  0.24260  4.51400  -1.47829  0.1364
H  -0.37622  4.31389  0.16668  0.1024
H  -1.85710  3.75129  -2.43906  0.1387
H  -2.26476  4.97277  -1.23722  0.1362
H  -4.36505  3.75731  -1.60005  0.1354
H  -4.23037  4.20416  0.09862  0.1406
I  -1.31864  0.18321  3.46770  0.5678
C  1.98345  -3.70845  -2.45896  -0.0173
C  2.10732  -3.82325  -0.96685  -0.3027
C  2.81864  -4.87425  -0.39482  0.0063
C  2.87907  -4.92620  0.97957  -0.0826
N  2.27987  -4.00480  1.74624  0.0593
C  1.63192  -3.05011  1.11090  -0.6948
S  0.82202  -1.94254  2.27471  0.6325
N  1.51459  -2.89560  -0.20905  0.1124
H  1.61786  -4.64678  -2.87865  0.0939
H  2.96241  -3.51718  -2.90424  0.0879
H  1.29822  -2.90811  -2.73738  0.0697
H  3.30108  -5.61718  -1.01751  0.1262
H  3.40898  -5.71411  1.50490  0.1252

frontier orbital gap	5.831	eV
net charge	+2
ΔE to the lowest compared entry with this formula, charge and spin	0.282	eV

=====

Molecular formula: C6H14N2
Method: DFT, ωB97M-V/def2-TZVPD

Last column: Mulliken spin population.
Element x y z (Å)
C  1.70791  0.06904  -1.66064  0.0044
C  1.12889  -1.07936  -0.91814  0.0053
C  -0.26650  -0.67951  -0.34198  -0.0168
C  -0.25099  0.55393  0.49278  0.1773
C  -1.27187  0.70814  1.36825  -0.0555
N  -1.29407  1.84906  2.19377  0.1117
C  -2.45229  2.20718  2.78363  0.7347
N  1.16844  -2.36516  -1.87422  0.0020
H  1.52925  1.05620  -1.24088  0.0009
H  1.47039  0.29118  -2.71972  -0.0004
H  2.79950  0.21601  -1.58380  0.0000
H  1.56799  -1.44847  0.04787  0.0003
H  -0.78924  -1.50280  0.23335  0.0032
H  -0.83186  -0.30180  -1.24384  0.0130
H  0.56705  1.24106  0.58579  0.0043
H  -2.04137  -0.04433  1.37950  -0.0121
H  -0.43649  2.33566  2.39341  -0.0161
H  -3.41449  1.75117  2.67147  0.0256
H  -2.43264  2.92380  3.58967  0.0180
H  2.08332  -2.80421  -1.80632  -0.0002
H  0.43288  -2.97780  -1.53056  0.0001
H  1.02619  -1.99901  -2.81941  0.0003

frontier orbital gap (alpha / beta)	5.227 / 8.339	eV
net charge	+1
ΔE to the lowest compared entry with this formula, charge and spin	1.732	eV
2S+1	2

=====

Molecular formula: C5H14N2
Method: DFT, ωB97M-V/def2-TZVPD

Last column: natural (NBO) charge in e.
Element x y z (Å)
C  -4.09328  -0.53302  0.59883  -0.8620
N  -0.69580  -0.61709  -0.00924  -0.6854
C  -0.25388  1.77445  -1.43254  -0.6133
C  0.95632  1.13414  -0.73732  -0.5032
C  0.47720  -0.01289  0.13436  0.2986
C  1.47508  -0.65365  1.07830  -0.2985
N  2.72353  -1.09765  0.35973  -0.8492
H  -4.29313  0.03130  1.52665  0.2016
H  -3.00842  -0.62009  0.40439  0.2470
H  -4.60291  0.01634  -0.18313  0.2047
H  -4.53171  -1.51485  0.69915  0.2066
H  -1.08471  1.87112  -0.70248  0.2285
H  -0.02172  2.74347  -1.97261  0.2123
H  -0.66706  1.06936  -2.19452  0.2242
H  1.47106  1.84401  -0.08881  0.2228
H  1.73681  0.75471  -1.47559  0.2331
H  0.17821  -0.98268  -0.56391  0.3893
H  0.98265  -1.55526  1.50741  0.2271
H  1.74018  0.06193  1.85588  0.1905
H  3.35765  -1.59107  0.99385  0.3708
H  3.18028  -0.37925  -0.10950  0.3542

frontier orbital gap	8.847	eV
net charge	0
ΔE to the lowest compared entry with this formula, charge and spin	4.377	eV

=====

Molecular formula: C21H20BrF8IrOSTe4
Method: DFT, ωB97M-V/def2-TZVPD

Last column: Mulliken spin population.
Element x y z (Å)
Ir  -0.44181  3.14344  0.53861  0.4885
Te  4.30645  6.00603  -0.20674  0.8995
Te  6.58365  7.33291  -0.60372  0.6647
Te  1.56212  7.05276  0.89408  0.7432
Te  1.65398  4.47146  0.34869  0.6377
C  -0.71858  -4.22692  -2.82631  -0.0001
C  -1.71830  -3.15642  -2.38542  -0.0008
C  -2.80233  -3.83981  -1.54094  0.0002
C  -2.36763  -2.56559  -3.64676  0.0001
C  -1.05434  -2.02402  -1.60349  -0.0029
C  -1.83580  -1.04696  -0.99308  0.0190
C  -1.22476  0.03057  -0.39931  0.0086
Br  -2.29665  1.38162  0.42895  0.0317
C  0.17431  0.27661  -0.39020  0.0603
O  0.67097  1.35082  0.11286  0.0768
C  0.96879  -0.74756  -0.98403  -0.0410
C  0.32548  -1.84804  -1.54242  0.0126
C  2.50846  -0.72446  -1.02630  0.0075
C  2.98468  -1.03879  -2.45588  -0.0012
C  3.02027  -1.81236  -0.06880  -0.0002
C  3.16027  0.60165  -0.61634  -0.0072
H  -1.24790  -5.00980  -3.37608  0.0000
H  -0.22420  -4.68812  -1.96856  -0.0001
H  0.04484  -3.81688  -3.48937  0.0001
H  -3.22301  -4.69292  -2.08226  0.0000
H  -3.62275  -3.15957  -1.30967  -0.0002
H  -2.38553  -4.20020  -0.59873  0.0000
H  -2.85838  -3.34775  -4.23610  0.0001
H  -1.61313  -2.08317  -4.27094  0.0000
H  -3.11453  -1.81432  -3.38560  0.0000
H  -2.91728  -1.11300  -0.98019  -0.0011
H  0.95366  -2.62153  -1.96427  -0.0002
H  2.76868  -2.06771  -2.74998  -0.0001
H  4.06526  -0.89017  -2.52708  -0.0002
H  2.50095  -0.37335  -3.17331  0.0007
H  2.64702  -2.79968  -0.35114  0.0001
H  2.68683  -1.60225  0.94922  -0.0002
H  4.11441  -1.83826  -0.07058  0.0000
H  2.85578  1.42430  -1.26228  0.0077
H  4.24634  0.48819  -0.70633  0.0026
H  2.93389  0.86801  0.41195  -0.0057
F  -2.61384  -0.72635  5.82716  0.0015
C  -1.92056  0.21081  5.15529  0.0386
C  -0.64979  -0.06107  4.68558  -0.0077
F  -0.12477  -1.28409  4.88544  -0.0003
C  0.07462  0.92456  4.04054  0.0043
F  1.28985  0.58948  3.59492  0.0015
C  -0.41425  2.21927  3.85068  0.0498
S  0.41587  3.37657  2.79166  0.2201
C  -1.71299  2.44240  4.31108  0.0029
F  -2.29110  3.63308  4.13976  -0.0003
C  -2.45609  1.46834  4.95298  -0.0059
F  -3.69703  1.73371  5.40115  0.0000
F  -1.59548  5.62357  -0.42559  0.0046
C  -1.67219  4.73580  0.62406  0.0930
F  -1.68899  5.53083  1.72775  -0.0047
F  -3.01346  4.30434  0.54538  0.0024

frontier orbital gap (alpha / beta)	4.706 / 5.485	eV
net charge	-2
ΔE to the lowest compared entry with this formula, charge and spin	1.166	eV
2S+1	5

=====

no.,DFT total energy (eV),molecular weight (g mol⁻¹)
1,-9371.730,98.10
2,-88106.581,755.72
3,-74962.710,862.47
4,-9419.373,114.19
5,-8388.242,102.18
6,-158780.085,1254.96